Entry from OMol25: C31H26Br3N5O10 as an isolated structure (ωB97M-V/def2-TZVPD).

The geometry in XYZ format:
```
75
Properties=species:S:1:pos:R:3
Br 0.32 2.67 0.33
Br 2.52 0.21 0.24
Br 2.90 2.46 2.21
O -7.09 3.81 1.12
O 0.65 -4.53 -1.10
O -1.07 -2.63 2.56
O 3.49 3.87 -6.36
O -0.09 -4.58 2.64
O 0.77 -2.75 0.08
O 2.96 5.24 -4.77
O -3.77 0.21 2.57
O -1.63 0.19 2.40
O -7.18 5.85 0.49
N -6.61 4.79 0.60
N -0.17 -3.39 2.84
N 1.22 -3.81 -0.31
N 2.93 4.15 -5.31
N -2.74 -0.04 1.97
C 0.66 2.41 -2.94
C -4.70 3.43 -0.19
C 2.48 1.78 -4.94
C -1.77 -0.89 -0.11
C 3.29 -2.65 4.19
C 5.12 -4.99 0.67
C -1.89 -1.39 -1.40
C -4.17 -0.75 0.07
C 2.19 3.08 -4.63
C 2.91 -5.60 -0.05
C 0.82 -1.39 3.92
C -3.40 3.35 -0.62
C 3.11 -1.34 4.54
C -3.15 -1.66 -1.94
C 0.97 -2.71 3.51
C 1.20 3.43 -3.69
C 2.53 -4.29 0.15
C 4.22 -5.95 0.20
C -2.91 -0.57 0.61
C -4.27 -1.36 -1.18
C -5.25 4.69 0.09
C 3.38 -3.33 0.70
C 1.05 1.09 -3.15
C 2.22 -3.31 3.62
C 1.89 -0.67 4.42
C -3.19 5.73 -0.54
C 1.94 0.77 -4.17
C -2.66 4.51 -0.82
C 1.47 1.45 1.35
C -4.51 5.85 -0.08
C 4.74 -3.67 0.87
H 1.01 4.49 -3.56
H -3.00 2.36 -0.81
H 1.86 0.34 4.80
H -3.22 -2.17 -2.89
H 0.66 0.30 -2.53
H -5.07 -0.43 0.57
H 5.45 -2.95 1.24
H -5.24 -1.57 -1.62
H 4.48 -6.99 0.11
H 6.15 -5.27 0.82
H -2.73 6.70 -0.68
H -5.34 2.59 0.04
H -1.63 4.34 -1.13
H 2.14 -6.32 -0.31
H 3.22 1.52 -5.69
H 0.83 0.96 2.07
H 2.20 -0.28 -4.27
H 3.88 -0.71 4.98
H 4.26 -3.13 4.24
H 2.38 -4.30 3.19
H -0.23 2.58 -2.36
H -1.04 -1.59 -2.03
H -0.76 -0.86 0.27
H -4.92 6.82 0.15
H -0.09 -0.85 3.71
H 3.01 -2.36 1.00
```

Output
- Lowest unoccupied orbital energy: -0.85 eV
- Total charge: 0
- ΔE to the lowest compared entry with this formula, charge and spin: 74.8 kJ/mol
- E_HOMO: -10.047 eV
- Energy: -9944.62589 Ha
- Gap between HOMO and LUMO: 9.201 eV
- Spin multiplicity: 1

Atom charges from the Löwdin analysis, given in e for atoms 1 to 4: 0.660 0.618 0.550 0.087